10 unconnected molecules or ions with the total composition C49H114BN6O23. Source: the OMol25 dataset; level of theory: ωB97M-V with the def2-TZVPD basis set.

The geometry in ORCA input format:
```
! wB97M-V def2-TZVPD RIJCOSX def2/J DEFGRID3
* xyz -1 1
H 5.919 4.819 -4.216
H -2.858 -3.083 -7.387
H -6.534 3.699 5.925
O 4.371 -5.038 6.368
H 5.801 -7.215 -1.749
H -6.656 0.565 11.516
H -6.777 -3.254 1.118
H -1.267 -3.153 -3.532
C -7.209 -0.204 10.976
H 6.102 7.898 0.825
N -1.946 -3.019 -6.957
H 7.614 4.120 -7.165
H -4.580 0.890 7.483
C 6.300 -7.716 -2.579
C 6.392 4.092 -4.876
H -2.634 -5.660 -4.826
C 0.315 6.957 0.765
O 6.826 -6.848 -3.557
C -9.140 2.048 -1.019
H -11.340 -0.907 11.372
H -5.213 2.526 5.668
H 6.364 2.953 -7.366
C 8.240 -2.046 -0.848
H 5.440 -1.233 -7.316
H -6.065 0.019 7.176
H -11.046 -2.628 11.012
H -0.566 6.077 2.526
C -3.849 0.913 -7.843
O -1.259 -0.061 1.765
O -9.129 2.003 -2.392
O -3.423 0.319 1.406
H -8.732 -0.427 12.584
H 6.781 2.542 -3.487
H 8.355 0.750 6.309
H 7.023 -3.829 -0.935
H 9.895 2.556 5.863
H 6.078 -3.530 5.275
H -7.815 0.462 -2.879
H 2.678 5.812 -1.137
H 6.925 0.711 5.414
C 4.797 -5.971 4.154
C 4.310 1.284 -3.525
C -6.217 2.665 6.067
H 6.836 2.168 3.679
H -1.418 -4.794 -2.982
H 4.053 5.014 0.644
C 6.177 2.631 -4.390
H -1.418 0.258 -6.632
H 10.706 0.094 -0.401
H 5.652 -6.042 3.483
N 8.707 -3.922 -2.182
H 7.291 2.939 6.136
H -13.219 1.100 -7.245
C -7.368 -3.847 1.817
H -8.134 -3.301 2.368
H -5.104 -0.193 9.599
H -0.243 7.893 0.802
C -2.058 -0.532 -7.025
C -12.239 0.929 -7.689
O 7.166 2.976 4.079
H 5.061 1.122 -2.752
O 2.788 -1.696 0.472
H -6.504 -4.636 4.970
H -6.904 1.058 -4.748
H 3.115 5.832 1.840
H -4.316 1.776 -7.367
B 0.106 0.357 1.122
H -0.715 -4.213 -5.582
H -10.582 -1.953 12.574
C -7.959 1.531 -3.035
C -1.934 -3.834 -3.004
H -6.849 -3.096 4.275
N -8.901 1.208 -5.272
O -3.433 -0.108 -6.888
N 1.611 7.165 0.071
H -8.705 2.968 -0.629
H -5.703 -5.032 2.268
H -7.859 -4.485 1.083
H -1.879 -0.862 -8.049
H 3.175 0.461 -4.993
N -7.063 0.088 9.572
H 4.199 2.486 -5.070
H 7.811 -1.670 -1.777
H 1.666 5.163 0.144
H -9.812 -0.091 -7.787
O 1.181 0.967 1.940
H 4.042 -0.809 -4.098
O -11.097 1.383 -6.910
H 4.251 -1.780 -6.247
H -2.527 -1.713 -5.538
H 9.703 3.046 4.116
C -9.911 0.951 -7.486
O -0.322 1.342 0.130
H 9.250 4.117 5.291
C 8.091 -3.612 -0.924
O 0.712 -0.825 0.505
C -2.234 0.388 1.127
H 3.977 -0.284 -7.276
H 5.568 -8.454 -2.907
C -8.678 1.416 -6.686
H 6.884 -4.386 6.590
H -8.685 0.221 -5.264
H -6.629 -1.103 11.184
O 3.236 0.246 2.555
C 5.321 -5.562 5.542
C 6.531 4.024 -7.249
H 7.489 -1.826 -0.089
H -9.971 1.465 -8.445
H 6.534 2.116 -5.282
C -1.670 1.344 -0.022
C 8.371 -5.258 -2.554
H 8.418 -4.230 -0.088
H 9.626 -3.513 -2.279
O -3.042 -3.968 -3.876
O -2.340 2.009 -0.821
C 1.590 6.247 4.199
C 2.212 0.184 1.987
H -12.330 1.428 -8.654
C -1.733 -1.776 -6.281
H -7.110 1.980 -2.519
H -4.611 0.583 -8.548
H -9.422 0.455 11.223
H 1.347 7.375 -0.881
O -7.403 -5.755 3.175
C -2.862 -4.645 -5.151
H 6.279 6.331 0.119
H -6.920 -6.436 3.648
C -10.651 -1.741 11.507
C 9.684 -0.240 -0.585
N 4.707 2.528 -4.198
H 8.486 0.545 4.580
O 5.840 4.528 -6.096
H 2.379 6.662 4.826
O 4.298 7.030 0.735
H -6.917 2.067 5.483
H -12.134 -0.153 -7.762
C -6.234 -3.986 4.138
H 6.029 6.418 1.817
C 7.783 2.573 5.235
H -2.043 -3.285 -2.069
H 3.346 1.413 -3.034
O -9.347 -1.422 10.918
H 9.234 -5.552 -3.150
C 0.433 6.240 2.122
C -1.708 -4.182 -6.031
C 4.138 0.166 -4.576
H 6.139 4.456 -8.170
H -1.791 -5.092 -6.625
C -7.761 1.704 -4.560
C -6.582 -4.697 2.818
H -0.362 6.347 0.167
C -5.639 0.849 7.738
C 5.722 6.878 0.878
H 9.093 0.114 0.260
H -3.010 1.180 -8.486
H 7.266 -4.725 4.939
H 4.170 -5.136 3.843
C 3.555 5.962 0.851
H -5.680 1.502 9.907
H -10.055 1.739 -0.512
H 6.737 -4.930 -4.097
H 4.333 -6.947 4.007
C 2.394 5.939 -0.092
H 6.181 -5.234 -2.447
C -8.687 -0.301 11.502
C 7.947 1.087 5.356
H -7.473 2.696 -4.909
C 6.431 -4.507 5.606
H -5.212 -3.607 4.152
H -7.808 0.809 -6.939
H 1.737 5.182 4.019
H 5.699 -6.446 6.054
H -7.544 -0.428 8.849
H 7.462 4.251 -4.742
C -5.735 0.628 9.258
O 5.131 -0.090 -5.544
C 4.663 -0.855 -6.651
H -8.523 1.248 -0.609
H 0.797 5.254 1.834
O 9.611 -1.569 -0.738
H 7.021 -8.189 -1.913
C 9.268 3.042 5.116
H 4.373 -4.167 5.963
H 9.557 0.193 -1.577
H 8.462 -5.997 -1.757
H -3.763 -4.826 -5.738
H -0.865 -1.834 -5.624
O -6.273 2.144 7.429
C 6.962 -5.462 -3.172
O 1.391 6.945 2.932
H -8.492 2.473 -6.873
H 0.674 6.313 4.786
C 1.965 -0.953 0.923
*
```

Properties
Gap between HOMO and LUMO (eV): 8.485
Maximum force (eV Å⁻¹): 5.06
Total energy (eV): -109360.8589
HOMO (eV): -6.700
LUMO energy (eV): 1.8